1.
22
Properties=species:S:1:pos:R:3:forces:R:3:nbo_charge:R:1 method="wB97M-V/def2-TZVPD" homo_ev=-6.631 e_lumo_ha=0.0261 smiles=CNn1c(N)c(N)c2ccsc21 e_tot_ev=-24213.5987 spin_multiplicity=1
C 1.48842 -0.84002 2.50197 -0.4 -1.4 1.1 -0.43
N 1.50110 -1.05336 1.05417 1.9 -3.1 1.2 -0.44
N 0.50482 -0.66719 0.29325 -5.2 0.2 -2.6 -0.21
C 0.55009 0.54333 -0.37990 0.2 0.1 0.5 0.29
N 1.63062 1.43520 -0.18701 -0.7 -2.1 2.6 -0.80
C -0.55804 0.77608 -1.13288 1.4 0.0 0.2 0.02
N -0.68725 1.86079 -2.00378 -0.1 0.8 -0.8 -0.81
C -1.40206 -0.35899 -1.07468 2.6 -0.4 3.0 -0.16
C -2.46268 -0.97502 -1.64726 -2.8 -1.7 -1.3 -0.24
C -2.64694 -2.28268 -1.20992 -1.2 0.3 -1.6 -0.44
S -1.50845 -2.82015 -0.03422 -0.2 0.8 -0.5 0.44
C -0.85565 -1.24830 -0.13610 4.2 1.5 1.4 -0.09
H 1.10634 -1.58982 3.29662 0.3 0.0 -1.9 0.17
H 2.54654 -0.77303 2.70258 0.2 0.8 0.8 0.20
H 0.83302 -0.02623 2.76494 0.5 1.0 -0.3 0.22
H 1.90968 -1.98627 0.76990 -0.7 1.5 0.4 0.36
H 1.73650 1.92384 -0.98274 0.3 2.6 -3.3 0.35
H 2.52315 0.98331 -0.08170 0.1 -0.6 0.5 0.38
H -1.15047 1.45000 -2.81462 0.5 1.0 -0.3 0.37
H 0.20390 2.36972 -2.22525 -1.4 -1.0 0.0 0.36
H -3.12625 -0.46916 -2.35547 0.1 -0.5 0.1 0.22
H -3.40885 -2.94542 -1.65797 0.5 0.3 0.8 0.24



2.
28
Properties=species:S:1:pos:R:3:forces:R:3:lowdin_charge:R:1 method="wB97M-V/def2-TZVPD" charge=+2 homo_ev="-14.609 / -14.607" e_lumo_ha="-0.3162 / -0.3164" e_tot_ev=-294322.5885 spin_multiplicity=1
Tc -0.33589 0.23444 -0.12156 0.1 0.1 0.0 0.74
C -0.98550 2.47457 -0.07361 0.0 0.0 0.0 -0.15
C -1.07611 1.95690 1.23548 0.0 0.0 0.0 -0.13
C -1.99613 0.87392 1.22251 0.0 0.0 0.0 -0.16
C -2.48161 0.73048 -0.11988 0.0 0.0 0.0 -0.18
C -1.83094 1.70879 -0.92122 0.0 0.0 -0.1 -0.18
H -0.36103 3.29696 -0.38594 0.0 0.0 0.0 0.12
H -0.55620 2.34023 2.10074 0.0 0.0 0.0 0.13
H -2.32838 0.31161 2.08073 0.0 0.0 0.0 0.13
H -3.23544 0.03356 -0.45212 0.0 0.0 0.0 0.12
H -1.98035 1.87536 -1.97650 0.0 0.0 0.0 0.11
N 1.26453 -0.27805 1.35129 0.0 0.0 0.0 -0.03
N 2.60648 -0.14152 0.92887 0.0 0.0 0.0 -0.02
C 2.88989 0.63823 -0.12868 0.0 0.0 0.0 -0.75
N 4.15915 0.90159 -0.38974 0.0 0.0 0.0 0.16
S 1.65639 1.24288 -1.12993 0.0 0.0 0.1 0.69
H 1.12360 0.31270 2.16984 0.0 0.0 0.0 0.13
H 1.13442 -1.24225 1.64736 0.0 0.0 0.0 0.12
H 3.32208 -0.42746 1.58387 0.0 0.0 0.0 0.18
H 4.91940 0.58440 0.19231 0.0 0.0 0.0 0.14
H 4.39611 1.44694 -1.20412 0.0 0.0 0.0 0.13
N -1.40582 -2.69042 0.49326 0.0 0.0 0.0 -0.15
C -0.98138 -1.61993 0.32750 0.0 -0.2 0.0 -0.44
Se -0.06100 0.27716 -3.93152 0.1 0.0 -0.1 0.29
Sb -2.37728 -4.37019 -0.52339 0.0 0.0 0.0 0.40
Se -0.32465 -1.02675 -2.23706 -0.2 0.1 0.1 0.27
Se -0.83770 -6.05482 -0.48631 0.1 -0.1 0.0 0.18
Se -4.31663 -3.38929 -1.25220 -0.1 0.0 0.0 0.16



3.
22
Properties=species:S:1:pos:R:3:forces:R:3:nbo_charge:R:1 method="wB97M-V/def2-TZVPD" homo_ev="-6.971 / -6.973" e_lumo_ha="-0.0160 / -0.0159" e_tot_ev=-78722.1140 spin_multiplicity=1
C 0.26911 2.21054 -0.67137 -1.1 0.5 -0.4 0.19
C 1.65591 -0.52304 0.28310 -1.8 -0.1 0.0 0.03
C 2.08938 0.86498 0.20221 -0.9 2.8 -0.5 0.32
C -1.77742 0.90370 -0.72154 -3.2 -1.3 0.8 0.01
C 4.00237 -0.32048 0.57542 0.7 -1.4 1.8 -0.08
C -3.28549 -1.75568 -0.15750 0.7 0.2 0.4 -0.65
C -4.15559 -0.51932 -0.18444 -1.2 0.9 -2.2 -0.57
N 1.47545 1.93081 -0.19838 2.7 -0.8 1.0 -0.49
N -0.83417 1.60266 -0.47601 2.7 1.0 -0.7 -0.39
N 2.72206 -1.16783 0.57477 1.4 1.4 0.1 -0.53
N 3.39193 0.99803 0.66712 -0.4 -3.5 0.0 -0.60
Se -3.25819 1.04050 0.55892 0.6 -0.2 -0.2 0.25
H 0.26224 3.09505 -1.29649 -0.4 0.2 0.1 0.18
H 4.70583 -0.56184 1.49382 -1.5 0.4 -1.9 0.20
H 4.51398 -0.60687 -0.38057 -0.1 0.7 0.7 0.19
H -2.47279 -1.49707 -0.83469 0.3 -0.2 0.2 0.23
H -2.85467 -1.93762 0.81404 0.2 0.1 0.5 0.21
H -3.64322 -2.72370 -0.47255 -0.9 0.0 -0.4 0.21
H -5.20830 -0.47650 0.25188 1.4 -0.5 -0.6 0.23
H -4.15258 -0.20686 -1.30125 -0.8 -0.5 1.8 0.22
H 2.61615 -2.13448 0.75120 0.8 -1.1 0.1 0.42
H 3.93802 1.78501 0.52233 0.8 1.7 -0.5 0.41